Record 1
The following is a quantum chemistry calculation of 6 unconnected molecules or ions with the total composition C19H35Cl15N2O3PS in a non-equilibrium geometry, from OMol25.

Last column: Löwdin charge in e.
Element x y z (Å)
C: 3.507500 0.752957 0.231208  -0.036
C: 3.053687 0.863025 -1.201149  -0.425
O: 3.541134 2.080226 -1.762041  -0.073
C: 3.558012 -0.281529 -2.063138  -0.157
N: 2.465779 -1.033501 -2.725575  -0.047
C: 2.081655 -2.277450 -2.040994  -0.177
C: 0.972646 -2.054590 -1.036921  -0.175
O: -0.202149 -2.788445 -1.374110  -0.175
C: -1.384860 -2.066631 -1.657406  -0.551
P: -2.588962 -3.437917 -2.101108  0.469
S: -1.780866 -5.027164 -2.908738  0.113
C: -1.237374 -1.192188 -2.901394  -0.074
C: -2.204709 0.007363 -3.080934  -0.448
C: -1.455617 1.287946 -3.420077  -0.019
C: -3.112596 -0.260055 -4.270022  -0.034
N: -3.054562 0.205764 -1.867501  -0.089
O: -4.119138 -0.524616 -1.866428  -0.016
C: -2.358805 0.088777 -0.560978  -0.458
C: -1.180167 1.029568 -0.437189  -0.034
C: -3.341663 0.462306 0.550617  0.004
C: -1.924292 -1.363593 -0.388141  -0.099
H: 3.486472 -0.270452 0.561416  0.074
H: 4.529318 1.080239 0.261308  0.086
H: 2.923694 1.372909 0.883053  0.032
H: 1.984158 0.858578 -1.252775  0.110
H: 2.908098 2.789257 -1.539235  0.021
H: 4.180474 0.148750 -2.824443  0.119
H: 4.156186 -0.942276 -1.459922  0.106
H: 2.809431 -1.311668 -3.635191  0.102
H: 1.697928 -2.954291 -2.773543  0.119
H: 2.925261 -2.767020 -1.579315  0.109
H: 0.788435 -1.003645 -0.980573  0.090
H: 1.298984 -2.362574 -0.058555  0.123
H: -3.517132 -2.872706 -2.969677  -0.017
H: -3.258074 -3.736591 -0.917234  -0.059
H: -1.379037 -1.824172 -3.755068  0.103
H: -0.228588 -0.854884 -2.980788  0.098
H: -0.538229 1.064985 -3.922056  0.092
H: -2.045308 1.864984 -4.099969  0.079
H: -1.292252 1.916000 -2.568005  0.057
H: -3.371057 -1.291415 -4.376374  0.058
H: -3.980284 0.366452 -4.239453  0.090
H: -2.561446 0.006570 -5.148679  0.087
H: -1.514225 2.042020 -0.328539  0.093
H: -0.493939 0.960602 -1.252102  0.050
H: -0.660963 0.780341 0.461618  0.070
H: -3.585599 -0.374973 1.173446  0.070
H: -2.908893 1.211100 1.183447  0.074
H: -4.230340 0.883730 0.140850  0.082
H: -2.779440 -1.892476 -0.035239  0.022
H: -1.201470 -1.400791 0.402734  0.127
C: 3.338458 5.319375 0.486612  -1.529
Cl: 4.821565 5.030509 -0.408129  0.567
Cl: 1.911093 4.936897 -0.499114  0.552
Cl: 3.309760 4.408151 1.991570  0.499
H: 3.297747 6.372086 0.727414  -0.009
C: -3.720279 -5.329669 1.958907  -1.564
Cl: -3.674234 -3.565098 1.890190  0.532
Cl: -5.344061 -5.919554 1.608720  0.540
Cl: -2.533853 -6.035610 0.866652  0.547
H: -3.466519 -5.622537 2.967550  -0.044
C: -2.242547 -3.595449 5.644094  -1.519
Cl: -2.102697 -1.841938 5.541539  0.498
Cl: -3.907935 -4.109727 5.374095  0.544
Cl: -1.152748 -4.382276 4.500867  0.545
H: -1.956204 -3.898747 6.640155  0.012
C: 0.871282 1.245682 4.311214  -1.529
Cl: 0.858990 2.329318 2.920556  0.514
Cl: -0.211179 -0.127660 4.063586  0.490
Cl: 2.510639 0.696243 4.649786  0.538
H: 0.518223 1.797988 5.169639  0.014
C: 5.175405 7.348053 4.806111  -1.553
Cl: 3.914378 7.500966 3.581311  0.517
Cl: 4.502045 7.543044 6.421670  0.531
Cl: 6.011585 5.805521 4.651313  0.527
H: 5.894272 8.137596 4.644573  0.010

Atoms 1-6, force components in eV/Å:
C 0.09 -0.08 -0.31
C 0.40 0.11 0.03
O -0.60 0.71 -0.09
C -0.97 -0.17 -0.29
N 0.60 -0.25 -0.08
C -0.15 0.75 -0.27

## Properties
2S+1	2
<S²>	0.754
highest occupied orbital energy (spin up / spin down)	-8.05 / -8.07	eV
lowest unoccupied orbital energy (spin up / spin down)	0.19 / -0.03	eV
gap between HOMO and LUMO (spin up / spin down)	8.24 / 8.04	eV

=====

Record 2
The following is a quantum chemistry calculation of a molecular structure, C19H35GaNO4 in a non-equilibrium geometry, from OMol25.

Last column: Löwdin charge in e.
Element x y z (Å)
C: 2.890036 -2.390829 -0.626020  -0.165
C: 1.358024 -2.851124 -1.030889  -0.282
C: 0.406195 -1.637444 -1.586837  -0.223
C: 0.285743 -0.343983 -0.558447  -0.211
C: 0.619148 0.991136 -1.450419  -0.304
C: 0.835885 2.368421 -0.574465  -0.350
Ga: 2.370496 2.156014 0.855942  0.279
C: 3.973686 1.310032 -0.222324  -0.287
C: 4.300994 2.009634 -1.663250  -0.083
C: 5.535827 1.319076 -2.552810  -0.075
C: 6.289929 -0.007890 -1.874860  -0.100
C: 5.754398 -0.471717 -0.398034  -0.164
N: 4.648624 0.134128 0.420094  -0.047
H: 3.468330 -1.844813 -1.486024  0.071
H: 3.507793 -3.366469 -0.324329  0.073
H: 2.788480 -1.748270 0.360438  0.064
H: 1.466373 -3.711086 -1.851339  0.096
H: 0.889336 -3.322839 -0.053614  0.103
H: 0.829584 -1.320951 -2.643035  0.105
H: -0.667367 -2.113781 -1.786678  0.087
H: -0.841017 -0.339190 -0.170120  0.104
H: 0.956034 -0.489780 0.389565  0.065
H: -0.305665 1.174446 -2.171713  0.100
H: 1.529222 0.738988 -2.156144  0.090
H: 1.266705 3.174732 -1.342140  0.032
H: -0.140684 2.799004 -0.090369  0.036
H: 1.839560 1.087300 1.928728  -0.094
H: 2.773941 3.582285 1.505088  -0.117
H: 3.706938 2.937185 -2.112474  0.083
H: 5.855902 1.740866 -3.599878  0.057
H: 7.145768 -0.603734 -2.405341  0.053
H: 6.289746 -1.432251 0.068360  0.087
O: -3.156496 -1.610969 -0.499256  0.086
C: -3.633237 -2.477571 -1.225983  -0.503
O: -3.286378 -2.544093 -2.531696  -0.014
C: -3.637250 -3.622988 -3.417128  -0.230
C: -5.016145 -3.409693 -4.008959  -0.073
C: -4.679749 -3.419281 -0.706232  0.002
H: -3.537215 -4.591144 -2.916875  0.114
H: -2.896843 -3.614676 -4.222557  0.125
H: -5.789552 -3.393633 -3.236431  0.066
H: -5.256747 -4.203064 -4.723131  0.079
H: -5.065388 -2.444913 -4.524679  0.085
H: -5.656591 -2.930862 -0.748680  0.096
H: -4.441420 -3.661250 0.334694  0.094
H: -4.721231 -4.369235 -1.236027  0.066
O: -2.892033 5.759593 4.191760  0.066
C: -2.321606 4.713370 4.485773  -0.509
O: -1.033486 4.510628 4.126238  -0.003
C: -0.221497 3.411796 4.578296  -0.225
C: -0.438450 2.187283 3.711919  -0.080
C: -3.067062 3.601855 5.164726  -0.004
H: -0.386363 3.211825 5.641506  0.108
H: 0.818769 3.737267 4.483949  0.125
H: -1.472227 1.835055 3.761461  0.065
H: 0.220491 1.371504 4.024440  0.075
H: -0.235031 2.421533 2.661710  0.055
H: -3.612650 3.023574 4.414727  0.097
H: -3.779339 4.042853 5.869749  0.088
H: -2.433240 2.938142 5.750023  0.066

Atoms 1-6, force components in eV/Å:
C -0.66 -0.70 0.78
C 0.67 -0.24 -0.06
C -0.09 -0.92 0.05
C -0.75 -0.59 -0.83
C -0.97 0.31 0.30
C 0.57 0.21 -1.39

## Properties
highest occupied orbital energy	-4.56	eV
net charge	-1
lowest unoccupied orbital energy	2.16	eV
gap between HOMO and LUMO	6.73	eV

=====

Record 3
The following is a quantum chemistry calculation of a molecular structure, C19H36AlBrCaClF10NO8S3 in a non-equilibrium geometry, from OMol25.

Last column: Löwdin charge in e.
Element x y z (Å)
C: -4.767004 -0.965842 0.905843  -0.162
C: -4.170023 0.021918 -0.121146  -0.495
S: -3.737923 -0.819886 -1.674437  0.792
C: -2.125735 -1.553609 -1.319356  -0.525
C: -1.483241 -2.349908 -2.476159  -0.393
C: -2.304160 -3.537281 -2.940999  -0.261
C: -3.065102 -3.305000 -4.211209  -0.368
O: -2.646617 -3.088967 -5.278716  0.173
S: -0.112812 -3.150321 -1.709486  0.591
O: -0.618512 -4.045683 -0.703423  -0.295
O: 0.756094 -3.785452 -2.639423  -0.265
F: 0.610914 -2.006776 -0.920720  -0.144
H: -4.632642 -1.997643 0.579526  0.038
H: -5.830107 -0.783313 1.078470  0.065
H: -4.262397 -0.778475 1.857030  0.055
H: -4.802794 0.887088 -0.295470  0.075
H: -3.247569 0.396237 0.341327  0.067
H: -2.182440 -2.172520 -0.412196  0.083
H: -1.451586 -0.726823 -1.093669  0.077
H: -2.969181 -3.972755 -2.146103  0.111
H: -1.586137 -4.327380 -3.193528  0.126
H: -4.201845 -3.399721 -4.136488  -0.084
Ca: -5.515842 -3.057516 -3.282627  1.511
C: 3.349117 0.132210 -0.132210  -0.072
C: 3.140744 1.613617 -0.468080  -0.409
C: 3.632261 2.107544 -1.847193  -0.322
F: 4.948966 1.971382 -2.003649  0.118
F: 3.365462 3.451705 -1.958911  -0.238
F: 3.674094 2.378858 0.521951  0.087
F: 1.784625 1.835547 -0.422368  0.018
O: 4.457911 -0.184615 0.667178  0.005
C: 5.710625 -0.378138 0.100570  -0.531
C: 6.764592 0.656272 0.513160  -0.275
F: 6.347772 1.923110 0.187474  0.045
F: 7.921564 0.415889 -0.181448  0.057
F: 5.573558 -0.430450 -1.267696  0.090
F: 6.121415 -1.599116 0.450607  0.137
H: 2.497908 -0.153139 0.488560  0.144
H: 3.273540 -0.496328 -1.023346  0.143
H: 3.124348 1.584695 -2.662157  0.166
H: 6.942018 0.595568 1.583305  0.112
O: -2.344719 4.621747 2.964210  -0.500
C: -3.163051 3.565856 2.552410  -0.314
C: -2.564703 2.205043 3.008992  -0.509
O: -3.315466 1.175507 2.613818  -0.296
H: -3.325753 3.497087 1.467599  0.103
H: -4.186749 3.577034 2.944200  0.109
H: -2.431525 2.324383 4.114043  0.095
H: -1.488926 2.201657 2.642687  0.075
C: 3.916636 4.452812 2.459894  -0.025
C: 2.481389 4.632540 2.933109  -0.304
C: 2.369473 4.977682 4.415277  -0.189
O: 2.586961 3.817370 5.195258  -0.191
C: 3.872502 3.723661 5.814337  -0.062
N: 1.756602 3.322607 2.730398  0.244
H: 4.389193 3.576039 2.905382  0.095
H: 3.954675 4.327238 1.377974  0.076
H: 4.510096 5.329647 2.713310  0.099
H: 1.978517 5.381134 2.320442  0.132
H: 1.344691 5.299779 4.627219  0.092
H: 3.031987 5.800282 4.685463  0.133
H: 4.265653 4.706293 6.078972  0.091
H: 4.575025 3.207247 5.157958  0.090
H: 3.758690 3.136387 6.722383  0.094
H: 1.975379 2.875856 1.834793  0.138
H: 0.736409 3.426535 2.808759  0.142
H: 2.033228 2.696660 3.497904  0.170
Al: -1.464415 6.056249 3.008085  0.557
C: -4.423594 -8.214516 -5.542247  -0.258
S: -6.008873 -7.434058 -5.834433  0.831
O: -5.854533 -5.983578 -5.485257  -0.613
C: -6.875638 -8.218298 -4.474903  -0.267
H: -3.715694 -7.826997 -6.271737  0.058
H: -4.075967 -7.982587 -4.535380  0.062
H: -4.523647 -9.291719 -5.669696  0.063
H: -6.373867 -7.987796 -3.534505  0.058
H: -6.899709 -9.295194 -4.635794  0.062
H: -7.893027 -7.833085 -4.452334  0.051
F: 5.880958 -0.413754 2.565416  -0.613
Br: 1.004467 3.926963 -2.459257  0.357
Cl: 2.223470 5.735305 -2.017535  0.019

Atoms 1-6, force components in eV/Å:
C -0.10 0.52 0.15
C 0.05 -0.97 1.06
S -0.45 -0.03 -1.37
C 0.68 -0.41 0.03
C 0.07 0.45 0.72
C 0.01 -0.04 0.38

## Properties
highest occupied orbital energy	-6.05	eV
lowest unoccupied orbital energy	-3.95	eV
gap between HOMO and LUMO	2.10	eV